# 1
Formula: C50H39AlN4O5S
Source: the OMol25 dataset
Level of theory: the ωB97M-V functional and the def2-TZVPD basis

Computed properties:
Charge: -2
Largest force on an atom, Eh/bohr: 0.0163
Lowest unoccupied orbital energy (spin up / spin down), eV: 3.6 / 3.6
HOMO energy (spin up / spin down), eV: -0.01 / -0.03
Orbital gap (spin up / spin down), eV: 3.6224 / 3.6478

Element x y z (Å)
Al: -0.71 -0.41 0.51
O: 4.75 2.05 3.71
C: 4.08 1.08 4.16
O: 4.29 0.37 5.17
C: 2.81 0.74 3.37
C: 2.32 -0.56 3.36
C: 1.19 -0.87 2.59
N: 0.57 0.11 1.87
C: 1.03 1.39 1.88
C: 2.15 1.73 2.64
C: 0.24 2.25 1.05
C: 0.48 3.61 0.80
C: -0.36 4.34 0.00
C: -1.51 3.69 -0.57
C: -1.68 2.36 -0.33
N: -0.86 1.60 0.45
C: 0.56 -2.14 2.44
C: 0.89 -3.32 3.13
C: 0.17 -4.47 2.94
C: -0.92 -4.45 2.00
C: -1.20 -3.29 1.34
N: -0.51 -2.13 1.52
H: 2.83 -1.31 3.94
H: 2.53 2.74 2.66
H: 1.36 4.07 1.24
H: -0.15 5.38 -0.21
H: -2.21 4.22 -1.20
H: -2.52 1.82 -0.77
H: 1.73 -3.30 3.81
H: 0.42 -5.37 3.48
H: -1.52 -5.34 1.82
H: -1.99 -3.25 0.60
O: -3.12 -0.31 2.04
S: -3.64 -0.58 0.70
C: -4.92 0.70 0.50
C: -5.99 0.57 -0.37
C: -6.91 1.60 -0.47
C: -6.77 2.74 0.31
C: -5.70 2.86 1.18
C: -4.76 1.83 1.28
C: -4.75 -2.00 0.84
C: -5.63 -2.07 1.90
C: -6.53 -3.13 1.97
C: -6.55 -4.08 0.96
C: -5.67 -3.99 -0.10
C: -4.75 -2.94 -0.16
H: -6.10 -0.32 -0.97
H: -7.75 1.52 -1.15
H: -7.50 3.54 0.24
H: -5.58 3.75 1.79
H: -3.91 1.90 1.95
H: -5.60 -1.31 2.68
H: -7.21 -3.21 2.81
H: -7.27 -4.90 1.00
H: -5.68 -4.74 -0.88
H: -4.03 -2.86 -0.97
C: 7.75 1.18 1.29
C: 7.31 0.43 0.05
C: 8.22 -0.33 -0.67
C: 7.81 -1.10 -1.74
C: 6.48 -1.09 -2.12
C: 5.55 -0.31 -1.43
N: 4.20 -0.39 -1.85
C: 3.36 0.67 -2.15
C: 3.86 1.94 -2.49
C: 3.01 2.97 -2.84
C: 1.63 2.78 -2.86
C: 1.12 1.55 -2.50
C: 1.96 0.50 -2.15
C: 1.37 -0.80 -1.66
O: 1.88 -1.88 -1.95
O: 0.33 -0.64 -0.92
C: 5.95 0.44 -0.31
C: 4.97 1.17 0.57
H: 8.83 1.10 1.43
H: 7.25 0.77 2.18
H: 7.48 2.24 1.23
H: 9.27 -0.33 -0.36
H: 8.53 -1.71 -2.28
H: 6.13 -1.69 -2.96
H: 3.77 -1.30 -1.94
H: 4.94 2.09 -2.48
H: 3.43 3.94 -3.09
H: 0.96 3.60 -3.12
H: 0.05 1.38 -2.45
H: 5.09 2.26 0.47
H: 5.14 0.90 1.61
H: 3.94 0.93 0.33
C: -2.50 -0.79 -0.41
C: -2.72 -0.75 -1.87
C: -1.92 -1.60 -2.67
C: -2.01 -1.61 -4.05
C: -2.91 -0.78 -4.72
C: -3.70 0.06 -3.96
C: -3.60 0.09 -2.57
H: -1.22 -2.26 -2.16
H: -1.36 -2.27 -4.62
H: -2.97 -0.78 -5.80
H: -4.40 0.74 -4.45
H: -4.20 0.81 -2.02

# 2
Formula: C5H4N2
Source: the OMol25 dataset
Level of theory: the ωB97M-V functional and the def2-TZVPD basis

Computed properties:
⟨S²⟩: 2.03
Largest force on an atom, Eh/bohr: 0.1696
Spin multiplicity: 3
Lowest unoccupied orbital energy (spin up / spin down), eV: 0.7 / -3.0
ΔE to the lowest compared entry with this formula, charge and spin, eV: 0.2075
HOMO energy (spin up / spin down), eV: -6.98 / -10.71
Orbital gap (spin up / spin down), eV: 7.7078 / 7.7614

Element x y z (Å)
C: 3.50 -0.16 0.02
C: 2.10 -0.01 -0.09
C: 1.07 -0.98 -0.11
C: 0.42 1.45 0.03
C: -0.13 -0.02 0.12
N: 4.65 -0.24 0.07
N: 1.64 1.77 -0.07
H: -0.15 2.37 0.08
H: 1.12 -1.99 0.13
H: -0.84 -0.26 -0.70
H: -0.50 -0.15 1.05

# 3
Formula: C2H3F3Si
Source: the OMol25 dataset
Level of theory: the ωB97M-V functional and the def2-TZVPD basis

Computed properties:
SMILES: F[SiH](F)F.C#C
Largest force on an atom, Eh/bohr: 0.0598
Lowest unoccupied orbital energy, eV: 0.9
ΔE to the lowest compared entry with this formula, charge and spin, eV: 2.2343
HOMO energy, eV: -10.81
Orbital gap, eV: 11.6999

Element x y z (Å)
F: 3.54 -0.20 0.47
Si: 2.09 -0.10 -0.05
F: 1.74 1.42 -0.35
F: 1.47 -0.37 1.37
H: 1.59 -0.86 -1.21
C: -2.18 -0.42 -0.06
C: -3.07 0.42 -0.06
H: -1.19 -0.71 -0.25
H: -4.00 0.82 0.14

# 4
Formula: C4H10NO5P2
Source: the OMol25 dataset
Level of theory: the ωB97M-V functional and the def2-TZVPD basis

Computed properties:
Charge: -1
Largest force on an atom, Eh/bohr: 0.0712
Lowest unoccupied orbital energy, eV: 3.6
ΔE to the lowest compared entry with this formula, charge and spin, eV: 0.4035
HOMO energy, eV: -5.11
Orbital gap, eV: 8.6614

Element x y z (Å)
C: -2.04 0.29 2.44
C: 3.21 0.39 0.70
C: 0.36 -0.07 -2.76
C: -1.61 -0.33 1.14
N: -2.46 -0.66 0.30
O: -2.81 -0.17 3.26
O: -1.42 1.47 2.64
O: 1.88 0.18 0.37
O: 0.15 0.11 -1.39
O: -0.15 1.63 0.40
P: -1.96 -1.48 -1.05
P: 0.93 1.40 -0.58
H: 3.32 -0.53 1.23
H: 3.23 1.33 1.38
H: 3.94 0.63 -0.11
H: 1.20 -0.82 -2.90
H: 0.58 0.98 -3.17
H: -0.64 -0.56 -3.09
H: -0.55 -0.40 1.21
H: -0.96 1.71 1.68
H: -1.12 -2.65 -0.65
H: -3.09 -2.45 -1.02